No. 1
ORCA calculation (ωB97M-V/def2-TZVPD) on a cluster of 6 separate species, C43H97N5O in total in a non-equilibrium geometry.

Geometry as XYZ:
```
146
Properties=species:S:1:pos:R:3:forces:R:3
H 2.5453 1.6272 -1.9203 0.0 0.0 -0.1
H 8.0158 -0.9138 0.2548 -0.1 0.0 -0.1
H -6.2453 0.1915 -0.7235 0.3 -0.4 0.1
H 6.5106 -0.8755 2.1932 0.0 -0.2 -0.2
H 4.7788 -1.9463 0.7019 0.2 0.2 0.0
H 2.3038 2.7266 0.0271 -0.1 -0.2 -0.3
H 5.1048 0.6593 3.8609 0.2 -0.1 -0.5
H -6.1234 -0.2108 -3.1319 0.0 -0.1 0.1
H 1.7963 -0.2131 -4.6300 -0.1 0.1 0.2
H -1.5143 5.1672 -0.0988 0.7 0.2 -0.1
H 4.1457 0.1992 -4.9518 -0.1 0.2 0.2
H 0.9899 -3.8236 4.8249 -0.2 -0.2 0.0
H -1.0023 -5.2467 5.3631 -0.2 -0.5 0.2
H 0.3529 1.8298 2.6054 0.4 0.0 -0.3
H 6.7158 0.8489 2.1167 0.2 0.0 -0.1
H -4.6234 0.4214 0.1733 -0.2 -0.5 0.0
H -0.6633 3.9849 -2.2339 0.1 0.2 -0.1
C -1.2339 0.5099 0.6836 0.3 0.7 0.2
H 4.3233 -1.3343 2.2953 -0.7 -0.4 0.0
H -5.8545 -1.9352 3.8250 0.1 -0.2 0.4
H -0.1554 2.5188 -1.3482 -0.1 -0.2 -0.5
H 2.1672 -0.8785 -2.1169 0.2 -0.1 0.2
H -0.7115 -6.0363 3.3027 0.1 0.2 0.4
H -3.1361 2.7106 -1.9644 0.3 -0.2 0.2
H 4.6761 -1.2021 -4.1566 -0.3 -0.3 0.3
C 1.2272 2.9895 -2.9533 -0.7 0.1 -0.1
H -5.5381 2.5050 -3.4004 0.5 -0.7 0.0
C 6.4666 -0.0252 1.5170 -0.7 0.4 0.3
H -3.7531 1.0199 -3.3382 0.0 -0.2 -0.1
H 0.8832 4.7522 1.1642 -0.1 0.1 0.0
C 0.5916 -4.3846 2.7617 0.0 -0.4 -0.2
C 0.3310 4.0632 0.5250 0.0 -0.1 -0.1
H 3.3704 3.0196 -2.6748 0.0 -0.2 0.0
H -6.7978 1.8656 -2.3977 0.1 -0.1 0.4
H -3.9841 4.6187 -0.7709 -0.3 0.3 0.2
H -5.9111 1.6422 0.1574 0.1 -0.1 0.2
C 0.7852 -4.4689 -3.0482 0.8 0.3 -0.3
H 0.4917 -4.7685 -0.9102 0.1 0.2 0.2
H 2.7432 -2.4625 -2.7514 -0.2 -0.2 0.2
C 0.3464 -3.1728 -3.7892 -0.2 -0.8 0.1
H -0.3569 0.4464 3.3220 -0.3 -0.2 -0.4
H -5.7536 -3.4264 2.8610 -0.1 -0.2 0.6
H 0.7601 -3.8779 1.8105 -0.1 -0.1 -0.1
C 2.3372 3.4106 -0.8214 -0.5 0.7 1.0
H 6.6121 0.3564 -1.8342 0.4 0.0 0.2
C -0.3219 -0.8926 -2.9768 1.2 0.1 -1.6
H -6.7217 3.9170 -1.1858 0.0 0.2 -0.2
C -3.7694 2.4952 -1.1040 -1.6 0.8 -0.9
H -4.4153 -0.6991 -4.9977 0.2 0.1 0.1
H 6.1215 -1.1982 -1.2449 -0.3 0.1 0.1
C 2.4714 -0.9773 -4.2536 0.9 -0.9 0.0
C 2.4758 2.6924 -2.1477 0.7 -0.2 0.2
C 0.1880 3.3892 -1.9191 0.4 -0.5 1.4
H -1.2811 5.3990 2.4440 0.0 0.3 -0.5
H -2.6973 -3.1480 2.2162 0.1 0.0 0.0
H 4.0733 0.3655 -0.7916 0.1 -0.1 -0.3
H 0.8517 2.1110 -3.4776 0.1 0.0 -0.2
H -4.9795 3.4998 0.2605 0.0 0.8 0.2
C -0.7632 -5.0436 2.8544 -1.4 -0.8 -0.2
H -2.2968 -4.1836 5.7663 -0.4 -0.2 0.0
H 2.5775 -1.7575 -5.0111 -0.5 0.1 -0.1
H -1.3206 -5.2617 1.9413 0.3 0.5 -0.3
C 4.2628 1.2113 1.8891 0.7 -0.3 -0.9
H -1.3376 -1.2719 -2.9913 -0.1 0.0 0.6
H 1.7028 6.0566 -0.4721 0.6 0.0 -0.4
C 0.3906 0.7386 2.5715 0.2 -0.4 1.1
H -4.1202 -3.6802 4.8377 -0.4 0.3 0.1
C -4.6315 -1.3806 -4.1704 -0.1 0.6 -0.3
H -2.8241 4.7299 1.8954 0.0 0.2 -0.3
H 0.1720 6.0648 -1.2052 -0.2 -0.4 -0.1
H -3.3638 0.0724 -1.8751 0.1 -0.2 -0.2
N 0.6297 -2.0422 -2.8341 -0.9 -0.6 0.4
C -4.6309 3.7487 -0.7413 0.9 -1.9 0.3
H -2.0416 0.3240 1.4028 -0.1 -0.5 -0.2
C 7.2776 -0.1185 0.2370 0.5 1.0 -0.4
H -4.9707 -2.0415 2.3408 0.4 0.2 0.2
C 6.2996 -0.1661 -0.9305 -0.7 -0.8 -0.6
C 2.0824 -1.6166 -2.9193 -0.6 1.1 -0.4
H 4.8165 2.1361 1.7128 -0.1 0.1 0.1
H 4.0219 0.1086 -3.1667 0.1 0.2 -0.1
H 3.3097 1.9822 5.1231 0.3 -0.3 0.0
H 7.7939 0.8359 0.1056 0.4 -0.2 0.3
C 0.3584 -2.6522 -1.5005 -0.2 -0.4 1.2
H -0.0274 -0.1374 -2.2478 -0.4 -0.1 0.4
H -3.2658 2.0855 -0.2383 0.3 -0.3 -0.2
C 4.2632 -1.1444 1.2305 0.8 0.6 -0.6
H 0.5419 3.0550 0.8857 -0.2 0.0 0.0
H -0.9978 -2.5430 5.0482 -0.5 -0.2 0.0
C -0.8417 -2.9507 4.0528 0.8 0.3 -0.1
C -3.9245 -3.0180 3.9982 0.4 -0.2 -0.3
H 1.3208 -5.1831 2.8912 0.3 0.3 -0.2
C 0.1781 0.1264 1.2117 -0.3 -0.6 -2.3
H 1.3154 -2.5829 3.7005 -0.4 0.3 -0.1
C -5.1382 -0.6322 -2.9336 0.3 -0.5 -0.4
H 0.1486 -5.3444 -3.1499 -0.5 0.4 -0.2
C 3.8965 -0.4398 -4.1032 0.3 0.4 -0.3
O 1.1270 0.3479 0.1986 0.0 0.8 0.6
H 2.0249 -3.9649 -1.3559 -0.1 -0.3 0.3
C -1.9898 -4.9256 5.0358 1.4 1.0 -0.1
H 4.3729 2.9403 4.0851 -0.3 0.3 -0.1
C 5.0717 0.5447 -0.3991 0.2 0.3 1.5
N -4.8219 1.5042 -1.6236 0.7 -0.5 0.5
C -2.9776 -3.7756 3.0646 0.4 0.0 -0.2
C -1.1714 4.3298 0.5223 -0.3 0.5 -1.0
H 1.7267 -4.8150 -3.4771 0.1 0.1 0.2
C -5.8179 2.3342 -2.3591 -0.3 1.0 -0.8
H 3.4879 0.0844 3.5666 0.0 0.0 -0.2
H -1.3613 0.0831 -0.3138 -0.3 -0.4 0.2
H 1.3005 0.3500 3.0379 0.3 0.4 -0.3
C -5.7944 3.7263 -1.7232 -0.2 0.4 0.6
C 1.1336 5.5494 -1.2496 -0.6 0.5 0.7
H -2.6927 -5.7373 4.8942 0.0 0.0 -0.1
H -0.7135 -2.7401 -1.3048 -0.1 0.2 -0.7
H -1.6454 3.4942 0.0050 -0.1 -0.2 0.4
H 3.2998 -0.9770 0.7443 -0.4 -0.1 0.7
H 0.6998 -1.9566 -0.7252 0.4 -0.1 -0.1
C -5.1854 -2.5872 3.2707 -0.3 -0.1 -1.2
H -1.0531 -2.1859 3.3048 -0.3 -0.1 0.0
C 0.6060 -3.3864 3.8996 0.6 -0.2 0.5
C -5.4361 0.8414 -0.4088 -0.4 1.3 -0.5
H -3.3749 -4.7089 2.6669 -0.4 0.1 0.1
N 0.9797 4.1182 -0.8339 -0.3 0.6 -0.9
H -5.6298 4.5145 -2.4539 -0.4 -0.2 -0.2
H 0.8914 -2.9714 -4.7045 -0.1 -0.2 -0.1
H -0.1572 -0.4908 -3.9796 -0.1 0.1 0.1
H -3.4094 -2.1270 4.3623 0.0 0.0 0.2
C -4.1704 0.4531 -2.5052 -0.2 0.5 0.6
H 1.4125 3.7715 -3.6882 -0.1 0.0 0.0
C -1.7446 4.5830 1.8872 0.0 -0.9 1.5
H 3.3042 1.2459 1.3601 -0.3 0.2 0.5
N -1.6782 -4.1819 3.7405 -0.1 0.4 0.6
H 3.0537 4.1869 -0.5559 0.2 -0.1 -0.4
H 5.2798 1.6167 -0.3574 -0.1 0.1 -0.3
H -3.7298 -1.9359 -3.9088 0.0 -0.1 -0.2
H -5.3890 -2.0443 -4.5820 0.1 -0.3 0.3
H 0.1563 -0.9821 1.2694 -0.4 -0.2 0.9
H 1.4954 5.6462 -2.2676 0.5 -0.1 0.2
C 3.6217 2.1538 4.0951 -0.4 -0.4 -0.6
N 5.0135 0.1651 1.0755 0.0 -0.9 0.2
H 2.6999 2.4041 3.5621 0.1 0.7 0.1
C 0.9596 -4.0470 -1.5735 0.6 0.2 -0.3
H -5.1924 -1.3951 -2.1553 -0.4 0.3 0.2
H -0.7226 -3.2109 -3.9920 0.0 0.3 0.0
H -1.5864 3.7334 2.5663 0.0 -0.1 -0.2
H -1.3129 1.5908 0.5129 0.4 0.0 0.1
C 4.1668 0.9140 3.3610 -0.4 0.1 1.3
```
Forces are in eV/Å.

2S+1 ... 1
Relative energy (zero: lowest compared OMol25 entry of this formula, charge and spin) ... 115.3 kJ/mol
Kohn-Sham gap ... 8.049 eV
Net charge ... +4
LUMO ... -7.9970 eV


No. 2
ORCA calculation (ωB97M-V/def2-TZVPD) on a cluster of 11 separate species, C44H104N2O13P in total in a non-equilibrium geometry.

Geometry as XYZ:
```
164
Properties=species:S:1:pos:R:3:forces:R:3
H 2.3929 6.1728 3.1424 0.0 0.0 0.1
C 1.2743 1.9243 -1.2094 0.5 0.0 0.2
H 10.6158 4.6930 6.9028 0.0 0.1 0.0
C -4.6938 -0.4485 -0.3624 -0.1 -0.2 -0.3
O -8.9929 1.4750 1.0501 -0.1 0.1 0.0
C 7.5142 -2.8350 0.3231 -0.3 0.1 0.3
H -8.2276 -5.0420 -2.9262 0.0 -0.1 0.0
C 10.1022 0.1840 2.4718 0.3 0.2 0.1
H 9.2602 2.1736 2.3963 0.0 0.0 0.0
H 0.0873 -1.0921 7.3392 0.0 -0.1 0.0
H 11.9269 3.6444 6.3663 0.0 0.0 0.0
H 6.0020 -1.3594 0.7625 0.0 -0.1 0.1
H 5.7889 -3.6184 -0.1297 0.0 0.0 0.0
C 1.6765 -0.9537 -1.3667 0.2 -0.2 0.0
H -7.2315 -2.4153 -1.4715 -0.2 0.0 -0.1
H -4.1454 -0.6326 -4.6075 -0.1 0.0 0.0
H 2.5629 4.7272 1.1671 0.0 0.0 0.0
H -0.8462 -5.2121 -6.3133 0.0 0.0 0.0
H 7.6666 -0.7741 0.9641 0.0 0.0 0.0
C -3.8301 3.9453 -3.1024 0.0 0.0 -0.1
H -1.8900 -1.4227 -6.2360 0.0 0.0 -0.1
H -4.8554 -1.2977 -8.2648 0.0 0.0 0.0
C -9.4916 -3.1600 -4.1626 0.0 0.1 0.1
H -3.5556 -2.4892 -8.4327 0.0 0.0 0.0
H 3.4571 -0.1857 -2.2804 0.1 0.0 -0.3
H 1.3614 2.7704 -0.5403 0.1 0.2 0.2
H 6.5807 -3.4453 2.1730 0.0 0.1 0.0
H -7.6530 1.0829 3.3563 0.0 -0.1 0.0
C -9.9959 -4.3362 -3.3412 0.2 -0.1 -0.3
H -9.2036 -2.3351 -3.5091 0.0 0.0 0.0
H 1.3891 -6.0917 -4.2971 0.0 0.0 0.0
O 10.2567 0.0905 1.0539 -0.2 -0.1 0.1
H -0.8271 2.6209 0.2520 -0.1 0.1 -0.1
H -4.1654 3.8752 -2.0659 0.0 0.0 0.0
C -0.5005 1.6157 0.4996 0.3 -0.8 0.4
H -4.9874 -2.5701 -0.5324 0.1 -0.1 0.0
H -10.4084 1.9871 2.3911 0.0 0.0 -0.1
C 1.6362 4.1808 2.8017 0.3 0.2 0.1
H -2.4248 2.6167 1.8619 -0.1 0.2 0.1
H 12.5030 5.2434 4.5622 0.0 -0.1 -0.1
C 0.1510 0.9916 -0.7144 0.2 1.2 -0.5
H 2.2469 -2.2598 1.6030 0.1 0.0 0.1
H 10.9987 2.1426 2.6497 0.0 0.0 0.1
C -3.8538 -1.5689 -7.9301 0.1 -0.1 0.0
C -2.3788 1.8886 -2.8723 0.0 0.0 0.0
H -2.2993 3.2286 -5.0870 0.0 0.1 0.0
H -1.2636 -0.1450 1.5074 0.1 -0.1 0.0
H -5.2167 -0.1586 -5.9372 0.0 0.0 0.0
C -5.4184 -1.5918 -0.6988 -0.2 0.1 -0.1
H 1.1067 -0.3382 0.5649 0.3 0.0 0.0
H 11.0955 -0.5479 4.2572 0.0 0.0 0.0
O 2.2295 -3.6022 -0.6742 -0.6 0.3 0.7
C -10.0208 -0.1186 2.5524 -0.1 0.0 -0.1
C -8.5392 1.7225 3.4134 0.0 0.1 0.0
H 2.2263 -3.9136 -1.5862 0.1 -0.3 0.0
H -8.6063 -3.4488 -4.7364 0.0 -0.1 -0.1
H 6.9810 -0.9841 -0.6538 0.1 0.0 0.0
O 10.6463 4.5421 4.2076 0.2 0.0 -0.1
H -0.1648 -1.0089 4.2939 0.0 0.1 0.0
H -9.1765 -0.8095 2.4711 0.0 0.0 0.1
H -10.2491 -2.8019 -4.8605 0.0 0.0 0.0
H 0.7201 3.6188 2.9965 0.0 0.0 -0.1
H 1.3614 -0.6349 6.2136 0.0 0.0 0.0
C -3.3393 -0.6188 0.2683 -0.6 0.2 0.3
C 7.0174 -1.4014 0.3530 0.0 0.2 -0.1
H -3.4888 -0.7776 1.3405 0.1 0.0 0.1
H -11.1977 -5.2137 -4.9198 0.0 0.0 0.0
H -1.6024 -2.7981 5.3238 0.0 0.0 0.0
C 0.9425 -5.1024 -4.1946 0.0 0.0 0.0
H -8.2441 -0.1758 -1.8685 -0.1 0.2 -0.1
H -9.5526 -5.8588 -4.8071 0.0 0.1 0.0
H -10.7636 -6.3345 -3.6194 0.0 0.0 0.0
O -3.0803 2.6686 -5.0275 -0.2 -0.1 -0.2
H 12.1875 -0.1429 2.9240 0.0 0.1 0.0
H -10.4825 -0.2532 3.5313 0.0 0.0 0.0
H -2.1665 0.9101 -3.3112 0.0 0.0 0.0
H 1.1087 -1.5174 -2.1051 -0.2 -0.2 0.1
C 2.4458 0.1579 -2.0950 -0.1 0.1 0.8
H 1.3699 5.5606 4.4509 0.0 0.0 0.0
H -4.6842 1.6970 -0.3581 0.1 0.1 0.0
N 0.7152 -0.3555 -0.3795 -0.7 -0.3 -0.5
C 11.5248 5.3015 5.0405 -0.2 0.1 0.3
H -4.6204 4.4077 -3.6925 0.0 0.0 0.0
C 0.4725 -1.2555 6.3300 0.1 0.1 -0.1
C -7.2466 -0.2469 -1.4641 0.2 -0.3 0.1
H 8.2419 -2.8569 2.3670 0.0 0.0 0.0
H 0.6468 6.0958 2.9261 0.0 0.0 0.0
C -10.4075 -5.5021 -4.2259 -0.1 -0.1 0.1
H -2.9604 4.6079 -3.1396 0.0 0.0 0.1
C -3.8071 -1.7447 -6.4217 0.0 0.4 0.0
H 0.2279 -4.5378 -7.5336 0.0 0.0 0.0
H -1.4533 2.4776 -2.9161 -0.1 0.1 0.0
C 10.0640 1.6406 2.9062 -0.1 0.0 -0.1
H -4.4668 -2.5635 -6.1311 0.1 -0.1 0.0
N 3.0047 -1.8477 1.0615 -1.2 -0.3 -0.3
H 12.2955 5.2280 7.0679 0.0 0.0 0.0
H 11.2302 -1.6197 2.8528 0.0 0.0 0.0
C 11.2162 -0.5775 3.1735 -0.1 -0.2 0.0
H 11.0970 0.5022 0.8266 0.0 0.0 0.0
H 1.0579 2.3014 -2.2097 -0.1 0.0 -0.1
C -1.6310 0.8074 1.1013 -0.5 0.3 0.2
O -2.4952 -2.1343 -5.9982 0.1 -0.3 0.1
H 3.7525 3.9730 3.1801 0.0 0.1 0.0
H 9.7690 4.5738 4.6032 0.0 0.0 0.0
C -2.2904 1.6005 2.2258 0.2 0.1 -0.5
C 11.0747 6.7529 5.0995 0.0 0.0 -0.1
C 0.2027 -5.0940 -6.5971 0.0 0.0 -0.1
H -1.2829 0.6517 6.2785 0.0 0.0 0.0
O 0.4133 -3.0375 -5.3428 0.2 0.2 0.3
H -2.6548 1.7459 -1.8286 0.0 0.0 0.0
H 9.9161 1.7326 3.9824 0.0 0.0 0.0
O 2.5298 1.2683 -1.2180 -0.1 0.0 -0.1
H -4.3659 1.9411 -3.6576 0.0 0.0 -0.1
O -0.9121 0.5025 5.4020 0.1 0.0 -0.3
H -8.2146 2.7514 3.2557 0.0 0.0 0.0
O 6.6721 -3.6280 -0.5128 0.1 -0.1 -0.2
H -2.8656 -1.5228 -0.1258 0.2 0.0 -0.1
C -6.6956 -1.5063 -1.2457 0.5 0.3 0.3
H -2.2838 -1.5883 6.4203 0.0 0.0 0.0
H -3.1618 -0.7824 -8.2429 0.0 0.1 0.0
C 11.6010 4.6830 6.4279 0.1 -0.1 0.0
H 1.9400 0.4343 -3.0194 0.1 0.1 -0.2
C -6.5163 0.8952 -1.1528 -0.2 -0.1 0.0
H -0.0853 -5.2235 -3.8415 0.0 0.0 0.0
C -9.5511 1.3143 2.3533 0.2 -0.3 0.1
P 2.9646 -2.1513 -0.6120 1.4 0.4 -0.9
C 1.5007 5.5835 3.3690 -0.1 0.0 -0.1
C 7.5772 -3.4321 1.7204 0.1 -0.1 0.0
H 10.0744 6.8229 5.5362 0.0 0.0 0.1
H -0.5102 -3.1344 -5.0760 -0.1 0.0 -0.2
C -1.8306 -1.7378 5.4376 -0.1 0.0 -0.2
H 2.9071 2.4402 2.9892 0.0 0.0 0.0
H 0.6289 -6.0835 -6.7674 0.0 0.0 0.0
H -0.0888 -0.9816 -0.3380 0.0 -0.1 0.2
O 1.7619 4.2331 1.3743 -0.2 -0.2 0.0
C 2.8223 3.4458 3.4061 0.0 -0.1 -0.1
H 0.2777 1.7192 1.2618 0.1 0.3 0.1
H -8.2284 0.8915 0.9820 0.0 0.0 0.0
H -2.5731 -1.4584 4.6886 0.0 0.0 0.0
H 7.9349 -4.4609 1.6811 0.0 0.0 0.0
H -10.7449 -0.3931 1.7855 0.0 0.0 0.0
H -1.6479 1.6148 3.1015 -0.1 0.0 0.3
C -4.2035 -0.4763 -5.6871 0.0 0.0 0.1
H -8.9590 1.6395 4.4167 0.0 0.0 0.0
C 0.9614 -4.3443 -5.5139 -0.3 -0.1 0.0
H 1.4932 -4.5510 -3.4297 0.1 0.0 0.0
C -5.2422 0.8075 -0.5999 -0.3 -0.4 -0.1
H -10.8461 -4.0211 -2.7358 0.0 0.0 0.1
H -6.9758 1.8569 -1.3256 0.1 0.2 0.0
O -2.5505 0.5340 0.0572 0.3 -0.2 -0.1
H -0.5543 0.8787 -1.5298 -0.2 -0.5 0.1
H -3.5189 0.3376 -5.9375 -0.1 0.0 -0.1
H -3.2782 1.2172 2.4584 0.0 -0.2 0.2
H 11.7549 7.3551 5.7026 0.0 0.0 0.0
H 0.7640 -2.3025 6.2406 0.0 0.0 0.0
H 11.0276 7.1796 4.0975 0.0 0.0 0.0
H 1.9941 -4.1920 -5.8302 0.0 0.1 0.0
C -0.5801 -0.8833 5.2978 -0.1 -0.1 0.4
H 8.5046 -2.8667 -0.1306 0.0 0.0 -0.1
H 9.1438 -0.2903 2.6951 0.0 0.0 -0.1
H 3.1101 -0.8600 1.2668 0.4 -0.1 0.2
C -3.4791 2.5768 -3.6635 0.4 0.1 0.1
O -8.9899 -4.7526 -2.4137 -0.1 0.1 0.2
H 2.7268 3.3654 4.4889 0.0 0.0 0.0
```
Forces are in eV/Å.

2S+1 ... 1
Kohn-Sham gap ... 8.522 eV
Net charge ... +1
LUMO ... -2.7113 eV


Look up the LUMO of the first one. -7.9970 eV


Number 1 is which compound? C43H97N5O


Which value of 2S+1 does entry 2 give? 1